# 1
A 8-piece molecular cluster, C4H25N2O8 overall in a non-equilibrium geometry. Source: OMol25; level of theory: ωB97M-V/def2-TZVPD.

Each line ends with the natural charge from an NBO analysis.
Element x y z (Å)
O 0.43924 -0.52177 -2.57329  -0.99
O -2.67733 -1.39158 1.11680  -1.00
O -1.56923 -1.73132 -1.42300  -0.97
O -2.79352 2.06918 -0.41516  -0.97
O -1.52885 1.34774 -3.45807  -0.95
O -0.76866 -0.00316 2.93999  -1.01
O 1.27814 -1.02615 1.40347  -0.69
O -1.06802 -2.77313 2.57206  -0.96
N -0.48327 0.50866 -0.04236  -0.75
N 2.93901 -0.72837 -0.10924  -0.57
C 1.77447 -0.40619 0.46307  0.69
C 0.97393 0.80395 -0.02035  -0.14
C 1.32479 1.91731 0.95233  -0.64
C 3.70321 0.24421 -0.91103  -0.43
H -0.48911 -3.34519 2.07467  0.48
H -2.15349 -1.32703 1.93093  0.51
H -0.86624 0.30064 0.89401  0.46
H -1.10551 0.11877 3.83087  0.51
H -3.24676 1.25446 -0.15773  0.50
H -1.31909 -2.54582 -1.86474  0.48
H -0.52786 -1.98787 2.74600  0.48
H -1.08107 1.24366 -0.44622  0.45
H 4.26732 -0.28138 -1.69107  0.22
H 0.90967 2.91536 0.78888  0.24
H -1.78576 2.22921 -3.76291  0.49
H -0.26535 0.00938 -2.97820  0.51
H 2.40470 2.06855 1.01991  0.24
H 3.53778 -1.47582 0.20281  0.42
H -2.67969 2.62728 0.36087  0.50
H 0.45662 -1.36869 -3.01822  0.48
H 3.01461 0.87168 -1.45543  0.22
H -1.98961 1.41416 -2.60505  0.47
H 0.18496 -0.13815 2.87091  0.51
H 4.51920 0.65172 -0.31268  0.22
H 1.01427 1.67691 1.97160  0.22
H -0.58800 -0.29978 -0.68735  0.49
H -1.67239 -1.93359 -0.48238  0.50
H 1.25623 1.07234 -1.03219  0.25
H -3.33934 -2.06018 1.30749  0.50

Properties
Lowest unoccupied orbital energy   -2.6 eV
Strongest force on any atom   1.7 eV Å⁻¹
Highest occupied orbital energy   -13.43 eV
Charge   +1
Kohn-Sham gap   0.398 hartree

---

# 2
A 9-piece molecular cluster, C4H25N2O9S overall in a non-equilibrium geometry. Source: OMol25; level of theory: ωB97M-V/def2-TZVPD.

Each line ends with the natural charge from an NBO analysis.
Element x y z (Å)
S -0.46807 -3.50382 -1.01516  -0.71
O 3.35403 -0.79228 0.24688  -0.99
O -2.92413 2.57369 -2.25429  -0.96
O 2.41644 2.56846 -0.53630  -0.98
O 1.20818 0.43800 1.41875  -0.75
O 1.99654 2.68829 2.61637  -0.99
O 3.33203 -3.64070 0.29214  -0.98
O -1.81868 -1.35286 -3.16529  -1.00
O -3.54053 -0.01343 -1.27936  -0.98
O -0.13639 3.64019 -1.03363  -0.99
N -0.79669 0.00172 2.28159  -0.59
N 0.64836 -0.51394 -1.01401  -0.87
C -2.17483 -0.50709 2.26174  -0.42
C 0.08848 -0.08127 1.28084  0.72
C -0.24677 -0.94744 0.06419  -0.19
C -0.04876 -2.40720 0.42980  -0.54
H -2.48578 -0.72158 1.24632  0.24
H -1.26321 -0.77527 -0.27412  0.22
H 2.19116 1.62797 -0.45951  0.50
H -0.56588 0.51064 3.11599  0.40
H 2.58268 -0.35030 0.66861  0.51
H 3.51307 -2.68902 0.40660  0.49
H -2.77772 1.72294 -2.69802  0.47
H 1.62422 2.07549 1.95181  0.50
H 2.82315 2.85821 0.28940  0.49
H 3.40725 -0.32263 -0.59199  0.47
H -2.21632 -1.45962 2.79183  0.20
H -2.01290 2.74542 -1.95866  0.49
H -0.75268 -2.75443 1.17798  0.21
H 2.47497 2.13503 3.23526  0.47
H 0.97651 -2.63978 0.71551  0.21
H -2.81479 0.23733 2.71431  0.20
H 0.15090 -0.14062 -1.80792  0.37
H -1.05339 -1.76149 -2.70231  0.50
H -2.78845 -0.23225 -1.85843  0.48
H 0.76873 3.42733 -0.74487  0.51
H -2.48979 -1.83831 -2.65654  0.48
H -0.54761 4.18723 -0.35996  0.47
H 1.21456 -1.29924 -1.30996  0.39
H -3.46338 0.93486 -1.12513  0.48
H 2.61548 -3.62822 -0.36045  0.48

Properties
Lowest unoccupied orbital energy   2.6 eV
Strongest force on any atom   1.8 eV Å⁻¹
Highest occupied orbital energy   -3.87 eV
Charge   -1
Kohn-Sham gap   0.237 hartree

---

# 3
A 9-piece molecular cluster, C4H25NO9S2 overall in a non-equilibrium geometry. Source: OMol25; level of theory: ωB97M-V/def2-TZVPD.

Each line ends with the natural charge from an NBO analysis.
Element x y z (Å)
S -0.84671 2.30800 -0.20129  0.06
S -1.63650 2.59838 1.62893  0.04
O -1.78827 3.43558 -2.96690  -0.98
O -1.90435 -1.87876 -2.12563  -1.00
O -0.45479 -1.10908 2.76475  -0.98
O 1.62104 0.31380 4.38768  -0.96
O -1.26199 0.55145 -3.15902  -1.03
O -1.47639 -1.97767 0.52538  -1.01
O 1.16530 0.03690 -3.05742  -0.81
O 3.18568 -1.34125 1.75416  -0.96
O 0.12042 -3.38066 -1.39854  -1.01
N 2.71809 1.46951 0.03608  -0.86
C 1.65019 1.24100 -0.91012  -0.16
C 1.77764 0.09717 -1.91062  0.03
C 0.37531 0.95784 -0.05879  -0.55
C -2.71960 1.14797 1.87769  -0.76
H 3.58085 1.85285 -0.34263  0.36
H 0.03690 -4.30989 -1.66311  0.46
H 0.47682 -0.88159 2.60612  0.51
H -0.25152 0.68816 -3.29946  0.53
H -1.72838 0.39951 -3.96753  0.46
H 0.68214 0.84037 0.97305  0.21
H -0.12322 0.03188 -0.33138  0.24
H -1.05246 -2.72241 0.08004  0.49
H -1.76057 -0.97991 -2.51617  0.52
H -1.33583 -2.05779 1.47116  0.50
H 3.49032 -2.16460 2.11128  0.47
H 2.76295 -1.66553 0.94157  0.49
H 1.06481 1.09617 4.26748  0.48
H 1.50694 2.12168 -1.54159  0.19
H -3.56016 1.45823 2.48570  0.20
H -0.71621 -1.13822 3.68904  0.48
H 2.21848 -0.83897 -1.51866  0.07
H 2.99722 0.62112 0.52249  0.35
H -1.29905 3.71616 -2.22200  0.47
H 2.33760 0.40348 3.75170  0.49
H -2.20586 0.31772 2.35674  0.23
H -1.77442 2.46246 -2.95145  0.50
H -2.21826 -1.67396 -1.24549  0.49
H -2.99591 0.79366 0.88429  0.24
H -0.65826 -2.84081 -1.72753  0.51

Properties
Multiplicity   2
Lowest unoccupied orbital energy (spin up / spin down)   2.4 / 2.4 eV
Strongest force on any atom   1.9 eV Å⁻¹
Highest occupied orbital energy (spin up / spin down)   -0.95 / -4.41 eV
Charge   -1
Kohn-Sham gap (spin up / spin down)   0.123 / 0.250 hartree
⟨S²⟩   0.7536

---

# 4
A 9-piece molecular cluster, C4H26N2O9S overall in a non-equilibrium geometry. Source: OMol25; level of theory: ωB97M-V/def2-TZVPD.

Each line ends with the natural charge from an NBO analysis.
Element x y z (Å)
S -2.17314 -1.51482 2.20025  -0.08
O -2.03909 -0.91338 -3.20771  -1.00
O 1.77914 -1.03424 3.46939  -0.98
O 2.83279 -0.85433 -1.41091  -0.98
O 1.96111 2.25721 1.39094  -1.01
O -3.68954 0.56940 -1.59006  -0.97
O 1.08427 1.53360 -1.08227  -0.71
O 0.31807 -1.93078 -2.05755  -0.99
O 3.24844 -0.27637 1.24864  -1.01
O -0.27142 2.21051 2.96586  -1.02
N -1.80666 1.12146 0.17788  -0.86
N -0.33264 0.79782 -2.64196  -0.82
C 0.03878 -0.49143 0.75256  -0.43
C 0.06926 0.88895 -1.36749  0.70
C -0.56892 -1.74717 1.33841  -0.50
C -0.81138 0.17990 -0.33078  -0.14
H -2.67671 -0.43804 -2.60729  0.53
H -1.59666 1.42746 1.12550  0.41
H 4.19020 -0.40172 1.39501  0.49
H 0.33299 -2.88107 -2.22888  0.49
H 1.97280 -1.29853 -1.62379  0.51
H 3.02888 -0.54518 0.31299  0.52
H -3.13645 1.22745 -1.12649  0.49
H -0.49988 -1.57607 -2.49580  0.51
H -1.88397 -0.33027 2.78366  0.13
H 1.30998 -0.22306 3.64407  0.47
H 2.71380 0.05153 -1.72605  0.49
H -1.91595 1.94157 -0.40766  0.35
H 1.62571 2.14955 0.47512  0.50
H 2.30344 -0.90539 2.65812  0.49
H 0.98808 -0.76553 0.30096  0.23
H 0.11772 -2.16153 2.07724  0.25
H 2.49577 1.42990 1.48085  0.50
H 0.30113 0.21827 1.52876  0.23
H -4.11029 0.09473 -0.86891  0.50
H -1.31844 -0.61592 -0.86774  0.18
H 0.56052 2.24303 2.42150  0.51
H -0.27114 3.02926 3.49891  0.47
H -1.06719 0.16250 -2.94053  0.41
H -0.75021 -2.50458 0.57503  0.21
H 0.21940 1.23485 -3.35530  0.40
H -2.57261 -1.35954 -3.88450  0.51

Properties
Lowest unoccupied orbital energy   0.0 eV
Strongest force on any atom   2.1 eV Å⁻¹
Highest occupied orbital energy   -8.62 eV
Structure (SMILES)   NC(=O)[C@H](N)CCS.O.O.O.O.O.O.O.O
Kohn-Sham gap   0.316 hartree

---

The evaluated relative energy (zero: lowest compared OMol25 entry of this formula, charge and spin) for the records listed, in turn: 1.0659 0.9073 0.3884 0.0000 eV.
The evaluated electronic energy for the records listed, in turn: -878.644730 -1352.377944 -1695.689936 -1352.913774 Eh.